[1]
Formula: C2HI2O3
Source: the Open Molecules 2025 dataset
Level of theory: ωB97M-V with the def2-TZVPD basis set

XYZ file:
```
8
Properties=species:S:1:pos:R:3
I -1.661 1.361 1.460
O -1.961 -1.659 -2.376
O -1.033 -0.038 -1.557
I 0.786 2.677 -0.714
C -0.076 0.827 0.026
H 0.745 0.139 0.281
C -1.597 -1.237 -1.282
O -1.530 -1.714 -0.141
```

Properties
* LUMO energy (alpha / beta): 2.31 / 2.31 eV
* net charge: -1
* relative energy (zero: lowest compared OMol25 entry of this formula, charge and spin): 51.8 kcal/mol
* frontier orbital gap (alpha / beta): 6.72 / 6.71 eV
* energy: -24432.896 eV
* largest force on an atom: 5.21 eV Å⁻¹
* HOMO level (alpha / beta): -4.415 / -4.397 eV

[2]
Formula: H74O37
Source: the Open Molecules 2025 dataset
Level of theory: ωB97M-V with the def2-TZVPD basis set

XYZ file:
```
111
Properties=species:S:1:pos:R:3
H 3.287 3.582 1.713
H 0.123 0.331 0.121
H -0.307 4.362 -1.467
H 2.688 0.481 -0.242
H 2.638 -4.309 1.168
H 2.265 -4.033 -0.741
O 1.894 -2.106 -0.902
H 0.749 1.534 4.893
O -1.830 -4.158 2.376
H -3.575 -0.269 -0.916
O -0.498 5.245 -1.840
H 2.257 6.008 0.407
O -5.015 -0.746 0.015
O 0.845 2.440 5.347
H -2.862 -2.338 4.564
H 5.337 -1.509 -0.633
H -1.262 3.899 -4.621
O -2.344 -2.406 -3.085
H -0.783 0.448 -3.638
O 3.624 0.483 -2.118
H 0.952 4.618 -4.130
H 6.549 -4.246 -2.135
O 2.112 0.617 0.543
O 0.456 6.099 0.670
O -0.680 3.829 -3.861
H -0.666 -0.617 4.711
H -2.699 -4.563 2.543
H 1.183 -2.528 2.356
H 0.682 3.510 2.597
H -3.953 -3.493 -3.036
H 3.611 2.194 2.279
O 3.896 -1.694 0.787
H 3.282 0.022 -2.902
H -0.508 2.613 0.016
H -0.595 5.701 -1.040
O 2.567 -4.857 -0.404
H -1.685 -2.348 -3.810
O 3.598 2.658 1.434
O -0.068 2.768 -0.827
H 3.577 -2.249 1.465
H -0.410 1.174 2.911
H 1.371 4.282 3.800
H 2.385 -2.052 -2.349
H 2.580 -1.721 -0.252
O 0.889 -1.593 2.347
H 2.723 3.733 -2.576
H -4.347 0.413 2.534
H -0.003 2.612 5.788
H -4.303 -3.538 0.105
H 0.922 2.654 -0.798
O -0.437 1.921 2.311
H -1.825 -4.091 1.373
H 0.548 -2.643 -4.133
H -5.189 -1.701 0.000
O -5.286 0.350 2.308
H 3.018 -4.664 2.684
H 1.918 5.808 -3.822
H 1.129 -1.603 -0.681
H 0.356 6.200 1.656
H 3.431 1.463 -2.226
H -4.917 -3.690 2.512
O -2.721 0.197 -1.145
H -4.695 -4.556 -3.788
H -5.041 -0.360 0.919
H -1.346 -0.125 -0.300
H -0.795 4.517 -3.184
H 2.408 1.368 1.110
O 5.719 -3.821 -2.255
H -5.235 -4.794 3.390
H 2.976 4.105 -1.126
H 3.871 6.214 0.667
H -1.609 -0.744 1.740
H 5.055 -0.572 -1.681
O 3.136 5.573 0.442
H 0.419 -1.417 -5.045
O 2.674 3.364 -1.655
O -2.404 -0.431 2.221
O 0.038 -0.028 4.403
O -2.374 -3.159 -0.340
O 5.687 -1.313 -1.501
H 5.769 -2.889 -1.946
H -2.570 0.318 -2.130
H -2.858 -1.584 -3.057
O -1.953 -2.118 4.409
O -2.736 2.708 -0.026
O 2.755 -3.945 2.075
H -2.650 1.840 -0.462
H 0.320 -1.424 1.536
O -1.580 0.909 -3.529
H -3.445 2.632 0.589
H -2.088 -2.227 -0.234
O -4.606 -4.216 -2.891
H -5.729 1.210 2.383
H -2.307 -3.176 -1.326
H 0.504 5.139 0.543
H 3.460 -2.369 -3.515
H -1.303 1.733 1.962
O 1.880 4.865 -3.953
O -0.529 -0.391 0.177
H -1.718 -2.685 3.664
H 0.479 -0.757 3.817
H -1.324 1.793 -3.253
H -5.486 -3.838 -0.612
O -0.137 -2.029 -4.567
H 3.464 -4.839 -0.750
O -5.255 -3.432 0.211
H -2.493 -1.008 3.010
O 2.657 -1.858 -3.302
O 1.282 4.259 2.782
H 3.593 -0.819 1.082
O -4.556 -4.109 3.288
```

Properties
* LUMO energy: 0.05 eV
* net charge: 0
* relative energy (zero: lowest compared OMol25 entry of this formula, charge and spin): 11.1 kcal/mol
* frontier orbital gap: 10.83 eV
* energy: -76965.921 eV
* largest force on an atom: 2.69 eV Å⁻¹
* HOMO level: -10.775 eV

[3]
Formula: C10H14FInNO2
Source: the Open Molecules 2025 dataset
Level of theory: ωB97M-V with the def2-TZVPD basis set

XYZ file:
```
29
Properties=species:S:1:pos:R:3
C -0.827 -3.203 1.242
H -2.380 -2.106 -2.442
C 3.783 0.374 -0.315
H -0.887 -0.829 2.008
H -0.237 2.574 2.614
In -2.122 1.082 -0.876
H -1.229 3.613 0.053
C 1.567 1.980 -0.272
N -1.059 -4.313 0.274
O 1.512 2.564 -1.489
C -1.092 -1.600 1.130
H -0.365 -3.547 2.290
O 1.144 2.800 0.877
H 0.027 1.079 1.487
H 4.170 1.203 -1.046
C -0.094 2.243 1.476
C -1.632 -3.920 -1.044
H 4.149 -0.676 -0.737
C 2.145 0.445 -0.217
H 4.293 0.496 0.733
H 1.719 -0.218 -1.112
F -1.190 1.537 -2.751
H 1.821 -0.143 0.769
C -1.690 -1.072 -0.341
H -3.895 1.242 -1.122
C -1.466 2.612 0.659
H -2.368 2.893 1.379
C -1.924 -2.355 -1.373
H -1.872 -4.756 -1.855
```

Properties
* LUMO energy: 2.97 eV
* net charge: -1
* frontier orbital gap: 8.44 eV
* energy: -24065.035 eV
* largest force on an atom: 8.77 eV Å⁻¹
* HOMO level: -5.469 eV

[4]
Formula: C22H36AsF6N4O4RuS2Si3
Source: the Open Molecules 2025 dataset
Level of theory: ωB97M-V with the def2-TZVPD basis set

XYZ file:
```
79
Properties=species:S:1:pos:R:3
H 1.281 -5.192 0.901
F 0.107 0.386 -2.196
O -0.361 -3.092 1.451
H 1.885 -5.925 -3.434
C 4.608 1.798 2.211
C 3.023 1.627 -0.890
F -1.030 -1.123 -3.277
H -1.458 -6.910 -1.733
C -0.121 4.319 1.244
C -2.175 3.224 1.804
H 4.067 2.919 -3.822
C -0.025 0.412 5.094
C 2.082 2.841 3.712
H 1.660 -6.821 0.358
H 2.424 3.356 -2.029
H 5.270 0.948 2.040
H 2.283 3.205 4.723
C -0.924 -2.535 4.550
H 2.314 3.650 3.017
H 5.443 -0.568 -1.744
C 1.967 -2.101 5.349
H 0.815 1.070 5.310
Ru 0.672 0.306 0.376
H 2.955 -5.730 -2.032
N 1.991 1.782 0.090
H -3.200 3.243 2.147
C -1.609 2.014 1.437
N -0.345 1.942 1.002
H 2.041 -1.822 6.405
H 2.172 -4.327 -2.773
H -1.002 -2.869 5.595
O 1.521 -1.549 -0.570
H 5.191 2.552 2.754
C -1.064 -5.977 -2.143
H 3.789 -0.155 0.049
H 5.566 0.963 -3.679
H 1.847 -3.184 5.302
H -1.885 -2.139 4.238
H -0.604 0.309 6.020
H 0.496 5.198 1.116
C 4.849 1.148 -2.891
Si 0.583 -5.637 -1.411
H 4.815 1.137 5.163
C 0.378 3.078 0.903
F -3.335 -2.574 -0.533
O 0.022 -3.315 -1.567
H -2.153 1.081 1.490
S 0.231 -1.962 -1.131
F -3.825 -2.772 1.567
F 1.130 -1.111 -3.394
H -1.014 -6.052 -3.229
N 1.634 2.967 0.304
H 4.333 2.236 1.256
C 0.885 -6.047 0.348
As 1.522 -0.217 2.441
C 3.849 0.507 -0.805
H 4.255 -0.446 4.693
C 0.081 -0.893 -2.636
Si 0.454 -1.320 4.624
Si 3.219 1.385 3.369
H -0.692 0.875 4.363
C 4.008 2.251 -2.973
C -2.921 -3.002 0.644
H 3.256 0.571 5.750
F -2.645 -4.295 0.580
H -0.661 -3.411 3.958
H 1.011 2.643 3.654
N -0.909 -1.277 -0.227
H -1.770 -5.186 -1.884
S -1.343 -2.099 1.132
C -1.425 4.387 1.717
C 3.919 0.572 4.885
H 2.912 -1.841 4.882
C 3.086 2.502 -1.972
H -0.007 -6.414 0.851
C 4.774 0.279 -1.807
O -1.717 -1.101 2.084
C 2.038 -5.373 -2.503
H -1.852 5.341 1.996
```

Properties
* LUMO energy: -10.74 eV
* net charge: +3
* frontier orbital gap: 6.06 eV
* energy: -162552.103 eV
* largest force on an atom: 0.96 eV Å⁻¹
* HOMO level: -16.808 eV

[5]
Formula: C15H20ClO5Pb
Source: the Open Molecules 2025 dataset
Level of theory: ωB97M-V with the def2-TZVPD basis set

XYZ file:
```
42
Properties=species:S:1:pos:R:3
C 0.508 0.703 -3.892
C 0.504 -2.483 -2.268
O -1.606 -0.195 4.480
H 1.358 -1.965 -4.192
H 1.552 -2.719 -2.129
H 1.646 2.491 1.386
H 0.074 1.360 -3.065
H -2.279 0.250 -3.432
H -2.376 -0.422 -5.073
H 2.999 -0.184 -1.800
H -3.207 -0.155 1.749
C 3.100 -0.384 0.440
H 0.041 -3.458 -2.244
C -2.679 0.493 1.056
H 3.713 -1.278 0.578
H 1.755 2.162 -1.294
H 0.744 1.390 -4.726
H -1.615 1.908 2.444
C -1.821 -0.521 -4.114
H -1.817 1.812 -1.922
C 2.096 1.446 -0.542
C 2.759 0.209 -0.810
H 1.504 0.421 -3.434
Pb 0.013 -0.782 0.700
H -3.294 -0.250 -0.983
H 2.599 0.240 2.548
C 2.011 1.607 0.864
O 0.668 -0.865 4.876
O 0.015 -1.954 -1.115
H -2.158 -1.485 -3.633
C -0.290 -0.535 -4.363
C -1.929 1.529 -0.870
Cl -0.328 -0.530 3.898
C -1.369 2.218 0.242
C 2.577 0.448 1.480
O 0.151 0.592 3.065
H -0.741 3.102 0.193
C 0.317 -1.849 -3.795
H -0.168 -2.722 -4.306
C -1.826 1.585 1.429
C -2.724 0.457 -0.370
O -0.520 -1.726 2.970
```

Properties
* LUMO energy (alpha / beta): 2.72 / -0.07 eV
* net charge: -1
* relative energy (zero: lowest compared OMol25 entry of this formula, charge and spin): 68.1 kcal/mol
* frontier orbital gap (alpha / beta): 7.28 / 3.83 eV
* energy: -43875.048 eV
* largest force on an atom: 4.49 eV Å⁻¹
* HOMO level (alpha / beta): -4.562 / -3.899 eV

[6]
Formula: C3H9NO2
Source: the Open Molecules 2025 dataset
Level of theory: ωB97M-V with the def2-TZVPD basis set

XYZ file:
```
15
Properties=species:S:1:pos:R:3
C 0.447 -1.327 -0.692
H -0.682 -1.464 1.609
H 1.119 0.937 -1.689
O 0.238 -2.138 2.367
N 0.556 1.116 -0.828
H 0.606 -1.362 -1.779
C -0.283 2.285 -0.574
O -0.733 0.038 0.774
H 1.384 -1.579 -0.093
H 0.174 3.225 -0.840
H -0.551 2.144 0.409
H -0.481 -1.962 -0.455
H -0.671 -2.232 3.095
C 0.170 -0.030 -0.188
H -1.293 2.351 -1.116
```

Properties
* LUMO energy: 0.59 eV
* net charge: 0
* relative energy (zero: lowest compared OMol25 entry of this formula, charge and spin): 90.9 kcal/mol
* frontier orbital gap: 10.21 eV
* energy: -8839.013 eV
* largest force on an atom: 8.57 eV Å⁻¹
* HOMO level: -9.628 eV

[7]
Formula: CH3IO2S
Source: the Open Molecules 2025 dataset
Level of theory: ωB97M-V with the def2-TZVPD basis set

XYZ file:
```
8
Properties=species:S:1:pos:R:3
S -2.045 1.051 0.773
O 0.323 -0.625 -0.893
H 1.740 0.645 0.080
O 0.059 0.265 -1.787
I -2.222 -1.140 0.303
C 0.959 -0.051 0.196
H 0.043 0.645 0.399
H 1.143 -0.791 0.929
```

Properties
* LUMO energy (alpha / beta): -3.00 / -3.00 eV
* net charge: 0
* relative energy (zero: lowest compared OMol25 entry of this formula, charge and spin): 136.7 kcal/mol
* frontier orbital gap (alpha / beta): 5.70 / 5.69 eV
* energy: -24109.594 eV
* largest force on an atom: 2.88 eV Å⁻¹
* HOMO level (alpha / beta): -8.703 / -8.692 eV

[8]
Formula: C36H34F5N4O4PTi
Source: the Open Molecules 2025 dataset
Level of theory: ωB97M-V with the def2-TZVPD basis set

XYZ file:
```
85
Properties=species:S:1:pos:R:3
C -3.606 -0.091 -2.601
C 0.970 -2.454 -4.290
C -2.176 0.202 0.145
C -1.941 -5.102 1.912
N -4.107 2.492 -3.055
C 2.608 -3.491 1.692
O -3.911 2.205 -5.304
C 4.813 -1.900 1.130
H 1.959 5.017 -1.643
C 2.097 -2.574 -2.162
H 3.007 -3.069 -4.037
C 1.624 3.568 -0.039
C -0.813 3.693 -0.095
C -4.076 2.105 -1.732
C -0.282 1.895 3.066
C 0.789 0.630 5.284
H 0.984 -2.570 -5.366
C -0.298 2.546 4.285
H -0.145 -4.383 -0.868
C -3.650 0.272 -0.188
H 2.453 2.930 -0.331
C 1.383 1.670 -2.436
C 3.562 -1.544 0.651
C 0.275 0.610 2.918
F 1.407 -1.185 3.941
H 1.216 0.696 -1.974
N -3.872 0.750 -1.541
N 0.376 2.901 -0.482
H -1.949 3.998 1.709
H 2.406 1.981 -2.226
H -1.684 3.198 -0.522
C -0.941 3.694 1.418
C -0.846 -2.974 2.136
H -0.629 -2.083 2.710
C -3.610 0.334 -3.862
H 5.940 -3.318 2.280
H -4.287 3.474 -3.211
C -0.194 -1.868 -2.276
Ti 0.148 0.894 0.844
C 3.861 -3.838 2.178
F 1.950 0.926 0.618
F -3.365 -0.518 -4.866
C -0.299 -3.115 0.860
C -1.661 -3.967 2.660
H -0.637 2.318 -2.197
H -4.104 -0.711 -0.066
H 1.624 3.571 1.051
H -3.402 -1.124 -2.353
H 1.279 1.551 -3.514
C -0.188 -2.028 -3.651
F -0.809 3.790 4.423
C 2.105 -2.729 -3.543
H 3.439 -0.638 0.075
C 4.965 -3.047 1.898
H 5.669 -1.274 0.914
F 0.195 2.499 6.577
H 2.989 -2.796 -1.592
H -0.773 4.706 -0.501
C -3.865 1.724 -4.201
O -1.804 -0.253 1.233
H -4.117 0.958 0.514
C 0.948 -2.136 -1.515
H -2.581 -5.875 2.318
C 0.231 1.886 5.382
H 1.180 0.136 6.163
C 0.357 2.682 -1.947
H -1.086 -1.519 -1.774
H -1.079 -1.809 -4.229
H -1.612 -6.135 0.060
N -0.670 2.329 1.808
C -1.398 -5.248 0.642
C 0.818 0.034 4.031
H 0.494 3.641 -2.458
O -1.327 0.678 -0.688
H 2.812 5.331 -0.137
H -0.238 4.390 1.884
H -2.080 -3.852 3.652
C 2.450 -2.344 0.922
H 1.753 -4.114 1.923
P 0.830 -1.802 0.285
O -4.211 2.889 -0.816
H 1.096 5.691 -0.252
C 1.867 4.983 -0.557
H 3.970 -4.729 2.783
C -0.574 -4.262 0.120
```

Properties
* LUMO energy: 0.01 eV
* net charge: 0
* relative energy (zero: lowest compared OMol25 entry of this formula, charge and spin): 1.5 kcal/mol
* frontier orbital gap: 7.69 eV
* energy: -98030.315 eV
* largest force on an atom: 0.75 eV Å⁻¹
* HOMO level: -7.682 eV

[9]
Formula: C38H50N5O6PS2Zr
Source: the Open Molecules 2025 dataset
Level of theory: ωB97M-V with the def2-TZVPD basis set

XYZ file:
```
103
Properties=species:S:1:pos:R:3
C -0.696 0.293 4.964
H -4.235 3.481 2.132
O -4.096 0.803 2.015
C 2.339 -3.776 -4.502
N 0.204 -5.605 2.207
H -1.311 3.147 -3.392
H 1.802 -2.468 5.959
C -3.353 3.581 1.522
H -2.136 -4.380 1.815
C -0.660 2.367 -3.786
H 0.504 -3.015 7.870
H 4.108 -0.051 -0.560
H -3.381 5.723 1.460
C -1.721 4.923 0.369
H 5.233 3.335 -2.665
H -1.687 -0.187 6.786
C 1.086 -1.715 5.663
N -0.383 -1.881 0.393
O 0.615 2.429 -0.888
H 0.282 2.375 -3.240
H 2.092 -4.016 1.207
N -1.551 2.533 0.327
H -3.982 1.255 -0.981
C 3.467 1.828 -0.802
H 4.715 1.596 -4.371
H 2.519 -1.075 2.692
H -2.314 1.146 3.854
S 2.547 1.782 0.642
H -0.203 -1.569 8.600
H -0.455 2.597 -4.830
C 2.304 -2.733 -2.333
H 2.903 -2.309 3.900
N 3.515 2.933 -1.532
H -1.332 5.895 0.104
C 1.639 -1.624 -2.853
O -2.212 0.149 0.971
C -2.649 2.449 1.097
H 0.939 -0.713 -4.660
S 1.217 -0.195 -1.884
O 0.832 4.605 -1.298
C 4.847 0.641 -2.435
C -3.482 1.522 -1.918
C -1.313 0.995 -3.681
H 1.120 -6.021 2.228
H 0.405 5.465 -1.178
C -2.651 -1.747 -3.540
H -0.598 0.231 -3.981
H -3.053 -2.755 -3.454
C 0.838 -2.428 0.548
H -1.716 -1.805 -4.089
H 3.340 -0.625 4.178
H -2.183 0.931 -4.336
C 4.202 2.993 -2.808
C 0.012 -4.418 1.618
C 0.352 -0.050 4.079
H 3.150 -4.648 -2.728
H -5.373 1.891 -2.852
H -1.674 -1.805 -1.634
C -1.652 1.408 4.679
C -1.265 -3.849 1.464
H 1.507 -2.604 -6.091
C -2.968 1.059 1.381
C -0.864 -0.431 6.130
H -4.242 -0.147 2.159
C 0.361 0.471 2.712
O 0.909 -0.213 1.774
P -1.856 0.580 -1.960
H -2.258 1.616 5.557
Zr -0.155 0.587 0.275
N 4.172 0.760 -1.156
C 2.639 -3.797 -3.150
C 0.158 3.578 -0.776
C 2.579 -1.282 3.753
H -1.116 2.312 4.397
C -2.428 -1.190 -2.137
C -0.002 -1.463 6.486
H -3.353 -1.265 -1.554
C 1.721 -2.657 -5.035
C -0.239 -2.235 7.739
H -0.578 -6.176 2.481
H 3.686 3.709 -3.450
H -4.073 1.709 -4.010
H 2.602 -4.610 -5.134
H 3.157 1.283 -3.578
H -3.360 -1.158 -4.112
C 4.189 1.599 -3.420
C 1.382 -1.593 -4.223
H -1.229 -2.686 7.723
H 2.982 3.733 -1.226
C -4.465 1.331 -3.070
H -3.220 2.583 -1.842
O -0.252 1.501 2.296
H -2.394 -2.207 0.733
H -4.740 0.288 -3.196
H 1.667 -1.827 0.184
H 4.760 -0.390 -2.782
C 1.292 -1.027 4.477
C -1.082 3.744 -0.015
C -1.402 -2.621 0.865
H 5.908 0.881 -2.319
H 2.585 -2.764 -1.295
C 1.082 -3.648 1.127
C -2.872 4.826 1.148
```

Properties
* LUMO energy: -6.75 eV
* net charge: +2
* relative energy (zero: lowest compared OMol25 entry of this formula, charge and spin): 58.9 kcal/mol
* frontier orbital gap: 5.04 eV
* energy: -92186.734 eV
* largest force on an atom: 3.21 eV Å⁻¹
* HOMO level: -11.788 eV